Here is an isolated molecule of C2H10N2S2 in a non-equilibrium geometry from the Open Molecules 2025 dataset. Energies are from the ωB97M-V functional and the def2-TZVPD basis.

Structure (XYZ):
```
16
Properties=species:S:1:pos:R:3:forces:R:3:mulliken_charge:R:1
S 3.2752 1.6824 -0.8721 0.8861 -1.0394 0.4035 -0.39
S 1.7310 1.0765 1.1062 2.1670 0.2480 -1.3072 -0.12
H 3.0523 2.8133 -1.5622 -0.4395 0.3500 0.6471 0.09
H 1.5647 2.3714 0.9738 -0.6596 0.3825 -0.1455 0.17
C -0.3554 -1.2980 -0.0379 0.7931 -0.2914 0.3461 -0.49
C -1.1963 -0.0977 0.3490 -0.7775 -0.7146 0.0526 -0.45
N -0.3839 1.0983 0.5402 -1.9279 1.0804 -0.0321 -0.50
N -1.2210 -2.4696 -0.2213 -0.0497 0.3298 -0.7995 -0.67
H 0.2838 -1.0604 -0.8998 -0.1647 0.0187 -0.0653 0.35
H 0.3465 -1.5143 0.7771 -0.1549 0.0083 -0.0570 0.33
H -1.9751 0.0273 -0.4199 0.1689 0.2500 0.0276 0.27
H -1.7421 -0.3679 1.2600 0.2367 0.2978 0.0116 0.28
H -0.9193 1.8928 0.8949 -0.2717 -0.4313 0.4210 0.28
H -0.0905 1.4707 -0.3595 0.2692 -0.4984 -0.0934 0.37
H -1.7063 -2.3305 -1.1088 -0.2442 -0.0324 0.2618 0.24
H -0.6635 -3.2942 -0.4197 0.1687 0.0418 0.3289 0.25
```
Forces are in eV/Å.

Its relative energy (zero: lowest compared OMol25 entry of this formula, charge and spin) is 326.1 kJ/mol. The calculated total energy comes out at -26883.5084 eV. As for the frontier orbital gap: 6.220 eV.

Here is a cluster of 14 separate species, C16H60N26O14 in total in a non-equilibrium geometry from the Open Molecules 2025 dataset. Energies are from the ωB97M-V functional and the def2-TZVPD basis.

Structure (XYZ):
```
116
Properties=species:S:1:pos:R:3:forces:R:3:mulliken_charge:R:1
C 1.4498 3.3739 -1.3064 -0.9166 -0.5091 -0.0484 -0.45
C 1.0872 4.1574 -0.0292 2.5049 1.0301 1.3381 0.64
C 1.2880 3.3382 1.3413 -1.9164 0.4894 -2.2069 -0.96
O 1.9298 5.3356 0.0103 0.7795 0.0943 -0.6226 -0.65
H 1.6730 3.9177 -2.2243 0.0504 0.8540 0.4600 0.52
H 0.5537 2.8202 -1.5867 -0.0128 -0.3539 0.1251 -0.14
H 2.2516 2.6396 -1.2286 0.0754 0.0515 0.5816 -0.08
H 0.1146 4.6428 -0.1091 -0.6331 -0.9977 0.1267 -0.03
H 0.3645 2.7651 1.2596 0.3215 -0.8248 0.6711 0.01
H 1.1514 3.9180 2.2542 0.1876 0.4686 -0.2308 0.59
H 2.1822 2.7212 1.4303 -0.1189 0.0866 -0.3852 0.19
H 1.9798 5.7064 0.8944 -0.1886 -0.2366 0.0932 0.36
C -0.2500 -3.9575 -3.4320 1.7613 3.8196 4.0965 0.69
O 0.5696 -3.7936 -2.5360 1.8802 -0.2049 0.1741 -0.77
N -1.0625 -3.0188 -3.7718 -2.6724 3.9062 -1.3569 -0.18
N -0.5081 -5.0179 -4.0098 -0.0383 -8.6280 -3.5047 -0.37
H -1.7519 -3.2972 -4.4554 -0.0218 1.0979 0.0665 0.12
H -0.7751 -2.0679 -3.5893 -0.4413 0.0446 -0.0161 -0.02
H -1.1726 -5.1504 -4.7588 0.2784 0.1255 0.2840 0.15
H 0.1027 -5.7937 -3.7976 -0.3555 -0.1460 -0.0576 0.28
C 0.2400 1.6508 4.5805 1.1128 -2.3981 -1.0266 0.31
O 0.3616 1.1422 3.4306 -0.5248 0.8000 1.4637 0.38
N -0.1079 2.8572 4.8253 -1.8635 5.3507 -0.8740 -0.40
N 0.5200 1.0753 5.7383 0.3851 -2.2742 -0.0449 -0.35
H -0.1680 3.1878 5.7777 -0.1889 0.1515 -0.5620 0.15
H -0.4999 3.4158 4.0807 0.1333 0.0265 0.1740 0.17
H 0.7927 0.1082 5.6362 0.3835 -0.0829 1.1271 0.29
H 0.4948 1.6546 6.5653 0.3277 -1.0898 0.0317 0.14
C -3.7372 -1.4771 -0.5751 -3.2478 -0.4061 -1.1422 0.61
O -3.1114 -1.5215 0.4251 2.6866 0.1258 3.3685 -0.65
N -5.0768 -1.4743 -0.5920 -2.4999 0.2602 0.7389 -0.53
N -3.2896 -1.5549 -1.8023 2.4248 0.1417 -1.7859 -0.07
H -5.5642 -1.1408 -1.4114 -0.1947 -0.1903 0.4917 0.15
H -5.5627 -1.7226 0.2579 -0.0335 0.4980 -0.3124 0.23
H -3.9417 -1.6236 -2.5705 0.7109 -0.2446 0.1256 0.23
H -2.3267 -1.8584 -1.7756 0.1087 0.2232 -1.1256 -0.04
C -3.0372 1.3633 -4.1155 -2.8679 0.0067 1.7542 0.50
O -4.2653 1.2675 -4.0356 0.1794 0.2891 -1.2359 -0.75
N -2.2330 0.3544 -4.1138 2.1159 -2.7124 -0.7819 0.14
N -2.3984 2.5030 -3.8789 -0.7613 3.0223 0.1373 -0.30
H -2.5823 -0.5246 -4.4681 0.6877 0.0772 0.5450 0.13
H -1.3319 0.6331 -3.7527 0.3659 -1.5427 -0.4709 -0.27
H -1.4161 2.7258 -3.9544 -0.3417 -0.1974 -0.4852 0.19
H -3.1266 3.1940 -3.9902 0.7703 0.9603 0.4674 0.25
C 3.8329 0.1017 3.8333 -0.5402 1.4210 0.1321 0.56
O 3.6824 0.2679 4.9987 -0.7361 0.5142 3.7748 -0.67
N 3.0209 0.4684 2.8841 -3.9680 1.4173 -2.0486 0.14
N 4.8962 -0.3228 3.2642 5.7233 -2.9250 -1.7766 -0.25
H 3.1781 0.1377 1.9428 -0.3162 0.3998 -0.0383 0.15
H 2.1760 0.9684 3.1212 -0.1328 -0.3927 -0.2487 -0.42
H 5.7642 -0.4538 3.7637 -0.4246 -0.3720 -0.0616 0.23
H 4.7875 -0.6481 2.3143 0.7879 0.0331 0.0715 0.19
C -3.9881 4.2404 -0.7978 -3.8888 -1.4252 -0.6940 0.64
O -4.6793 3.3708 -0.3500 -2.1656 -2.5056 -0.3659 -0.67
N -3.0853 4.7383 -0.1057 6.9703 2.9399 3.9681 -0.22
N -4.1578 4.9431 -1.8938 -2.0419 0.5559 -3.9745 -0.41
H -2.5413 5.3818 -0.6625 0.9032 -0.0533 1.1360 0.19
H -2.6660 4.0763 0.5315 0.4263 0.2929 0.5520 0.11
H -3.5075 5.6611 -2.1796 -0.6804 -0.2015 -0.1460 0.16
H -5.0494 4.7791 -2.3390 0.3747 0.4017 -0.4709 0.27
C 1.3233 -0.0102 -5.7882 -0.5947 0.6216 -1.6938 0.66
O 1.0151 1.1512 -5.9858 -0.0082 0.1910 0.8000 -0.64
N 1.4797 -0.9148 -6.7525 0.4589 -1.8150 -2.3757 -0.39
N 1.4972 -0.6611 -4.6403 -0.1138 0.8136 2.7858 -0.22
H 1.5522 -1.8636 -6.4141 -0.1074 0.1182 -0.8804 0.12
H 1.3283 -0.7599 -7.7390 0.0641 0.2542 0.4163 0.22
H 1.1758 -0.1379 -3.8383 0.4769 -0.6446 0.5511 -0.05
H 1.9598 -1.5588 -4.6313 -0.3048 0.4001 0.6880 0.25
C -0.3869 0.2406 -0.4764 -0.9205 -1.5566 -0.4270 0.71
O -0.2463 -0.5627 -1.3811 1.2329 -1.6481 -2.6620 -0.03
N -1.1798 1.2545 -0.6103 -1.9454 3.4511 -0.5238 0.89
N 0.0838 0.0225 0.7168 1.3429 -0.0552 1.8769 0.69
H -1.7128 1.3718 -1.4601 0.0507 -0.1280 0.2529 -0.21
H -1.3907 1.8594 0.1705 -0.3810 0.0127 0.0334 -0.55
H 0.6209 -0.8278 0.8096 -0.1771 0.1957 0.6496 -0.25
H -0.2182 0.6388 1.4578 0.5652 -0.4825 0.4568 -0.78
C 0.3693 -2.3674 4.1238 -1.5238 -2.1222 -1.1593 0.45
O 0.1441 -3.5292 4.1817 -1.2798 -3.8228 0.7792 -0.70
N -0.4409 -1.4895 3.6174 -4.0336 2.6360 -1.8002 0.19
N 1.4917 -1.8816 4.4648 4.7095 2.6363 2.0105 -0.05
H -1.3518 -1.8035 3.3142 0.3393 -0.1970 -0.0610 0.14
H -0.1832 -0.5377 3.3988 -0.0191 -0.1315 0.2009 -0.24
H 2.1727 -2.5597 4.7755 0.2647 0.6529 -0.1433 0.28
H 1.6384 -0.9450 4.1166 1.2459 -0.3097 0.3576 -0.27
C 3.8367 -0.1880 -0.7316 -2.1086 -0.2611 -0.0691 0.46
O 3.5892 -0.6879 0.3253 0.4045 -1.0675 3.7105 -0.39
N 3.0729 -0.4770 -1.7480 -1.0579 -0.9263 -3.0353 -0.20
N 4.6635 0.7684 -1.0090 3.0992 2.7368 -0.1403 -0.48
H 2.2522 -1.0430 -1.5862 -0.0014 -0.0993 -0.5324 -0.26
H 3.4971 -0.2333 -2.6316 -1.1390 -0.5422 -0.3933 0.14
H 5.0455 1.3030 -0.2419 0.1788 -0.0661 -0.2992 0.25
H 4.4853 1.2201 -1.8946 0.4571 0.4415 0.5169 0.18
C -3.0258 2.1674 2.7315 1.9579 -0.2074 -1.3577 0.48
O -2.3455 2.7095 1.8331 -0.1626 -0.6578 -0.2337 -0.64
N -3.2925 0.9056 2.8648 -0.6307 -4.3576 -0.5985 -0.24
N -3.3547 2.8829 3.7614 -0.5569 4.1519 2.4596 -0.39
H -3.0325 0.1763 2.2163 0.1435 0.4527 -0.7066 -0.04
H -3.7187 0.4698 3.6701 -0.0256 0.7798 0.1035 0.22
H -3.8874 2.7355 4.6067 0.0376 -0.5523 -0.5909 0.18
H -3.0384 3.8211 3.5618 -0.4536 0.2381 0.6366 0.26
C -0.6699 -4.4849 0.5632 -0.9215 -0.6360 -0.1165 0.51
O -1.3264 -4.8441 1.4977 -1.6139 0.3472 2.3831 -0.71
N -0.7727 -3.3578 -0.1124 -0.3419 3.1340 -1.0927 0.39
N 0.1580 -5.3570 0.0310 2.6297 -2.6597 -1.4980 -0.24
H -1.3448 -2.5870 0.2017 -0.2067 -0.3433 0.3295 -0.25
H -0.2737 -3.2006 -0.9763 0.2080 -0.1352 0.3031 -0.23
H 0.6921 -5.2029 -0.8123 -0.0900 0.1389 0.3497 0.14
H 0.2976 -6.1904 0.5842 0.0330 0.1903 -0.2870 0.22
C 3.3864 -4.2622 1.4467 2.0382 -0.4506 1.6126 0.57
O 3.8707 -5.1180 2.2110 -1.1628 0.3985 -1.4481 -0.75
N 3.2479 -4.3569 0.1102 -0.1444 -1.3943 -1.8578 -0.27
N 3.1478 -3.0219 1.8761 -0.4835 1.9284 1.2566 0.32
H 3.0228 -3.5875 -0.5043 -0.1709 -0.0957 0.5260 0.10
H 3.1718 -5.2762 -0.3010 0.1648 0.2249 0.2279 0.22
H 2.9407 -2.2373 1.2746 0.0395 -0.4389 -0.1172 -0.34
H 3.4897 -2.7583 2.7892 -0.1450 -0.4041 -0.1482 0.12
```
Forces are in eV/Å.

Its relative energy (zero: lowest compared OMol25 entry of this formula, charge and spin) is 536.2 kJ/mol. The calculated total energy comes out at -84980.2927 eV. As for the frontier orbital gap: 7.888 eV.

Here is a structure of composition C26H23N5O5RuS2 in a non-equilibrium geometry from the Open Molecules 2025 dataset. Energies are from the ωB97M-V functional and the def2-TZVPD basis.

Structure (XYZ):
```
62
Properties=species:S:1:pos:R:3:forces:R:3:mulliken_charge:R:1
Ru -0.4673 -0.1480 -0.0236 -0.9362 0.3644 -0.3470 0.78
C -1.5865 1.6025 2.1860 -0.1273 -0.0105 -0.0395 -0.90
N -0.3963 1.7089 1.3304 -0.1014 -0.2840 0.1847 -0.24
C -0.3029 2.9165 0.5070 0.0013 -0.0006 -0.1125 -1.04
C -1.1721 2.6991 -0.6929 0.0351 -0.0406 0.2241 0.13
N -1.5505 1.4909 -1.0265 0.2724 -0.1838 0.4219 0.59
C -2.4736 1.6382 -2.0565 -0.1398 0.1992 -0.2689 0.18
C -3.2859 0.7214 -2.7204 -0.0172 -0.0652 -0.0431 -0.39
C -4.1339 1.2072 -3.6950 -0.0037 -0.0567 0.0012 -0.95
C -4.2020 2.5709 -4.0102 0.0516 0.0626 0.0470 -0.43
C -3.4333 3.4987 -3.3357 -0.0456 -0.0330 -0.0608 -1.13
C -2.5839 3.0020 -2.3577 0.0436 -0.0481 0.0951 0.76
N -1.7425 3.6484 -1.4604 0.0225 -0.0749 0.0465 -0.10
C -1.9689 0.1539 2.2975 0.1055 0.4471 0.0134 0.75
N -2.3250 -0.5472 1.2345 0.6074 -0.1448 0.1716 -0.63
C -2.5904 -1.8225 1.7355 -0.1521 -0.2245 -0.0262 0.20
C -3.0450 -2.9621 1.0754 0.0664 0.0545 -0.0054 -0.59
C -3.2133 -4.1050 1.8280 -0.0208 -0.0310 -0.0452 -0.74
C -2.9488 -4.1260 3.2056 0.0017 -0.0060 0.0714 -0.49
C -2.5198 -2.9997 3.8779 0.0020 0.0283 -0.0075 -1.06
C -2.3499 -1.8522 3.1123 -0.1421 -0.2076 -0.2167 0.92
N -1.9479 -0.5647 3.4331 -0.1337 0.1881 -0.1125 -0.08
H -2.4152 2.1065 1.6849 0.0130 0.0173 0.0296 0.29
H -1.4524 2.0716 3.1635 0.0530 -0.0355 0.0054 0.52
H 0.4595 1.5594 1.8555 -0.0193 -0.0673 0.0260 0.42
H 0.7397 3.0422 0.2119 0.0018 0.0076 -0.0348 0.41
H -0.6173 3.8176 1.0435 0.0331 -0.0080 0.0237 0.46
H -3.2815 -0.3300 -2.4752 0.0664 0.0058 0.0131 0.37
H -4.7720 0.5132 -4.2247 -0.0064 0.0121 -0.0069 0.42
H -4.8817 2.9024 -4.7828 -0.0028 0.0081 -0.0004 0.40
H -3.4977 4.5570 -3.5488 -0.0080 -0.0013 -0.0184 0.41
H -1.6037 4.6404 -1.3724 -0.0028 0.0122 -0.0156 0.23
H -3.2532 -2.9422 0.0138 0.0057 0.0145 -0.0037 0.50
H -3.5699 -5.0085 1.3514 0.0014 0.0007 -0.0041 0.46
H -3.1013 -5.0446 3.7556 0.0066 0.0032 0.0101 0.42
H -2.3350 -3.0108 4.9433 0.0054 -0.0109 0.0023 0.42
H -1.6715 -0.2232 4.3384 -0.0566 0.0054 0.0203 0.25
O 1.5929 -0.0046 1.4283 0.3772 0.1416 -0.2230 -0.75
C 2.1103 0.3007 0.3239 0.0589 0.0551 0.0258 0.98
O 1.3716 0.3972 -0.7258 -0.0059 -0.1162 -0.1542 -0.93
C 3.5531 0.5834 0.1816 -0.0086 -0.0215 0.0721 0.27
C 4.3655 0.5171 1.3069 -0.1094 -0.0230 -0.0162 -0.53
C 5.7321 0.7731 1.2300 0.1541 0.0426 -0.0913 -1.07
C 6.2296 1.0915 -0.0117 -0.1680 -0.0109 -0.1028 0.94
O 7.5090 1.3828 -0.3518 0.0441 0.0027 0.0948 -0.49
C 7.5179 1.6061 -1.7644 0.0150 -0.0083 0.0111 -0.24
O 6.1734 1.4963 -2.2253 -0.0875 0.0124 -0.0902 -0.50
C 5.4175 1.1576 -1.1420 0.0423 -0.0368 0.1993 0.72
C 4.0743 0.9072 -1.0828 0.1248 0.0352 -0.0632 -0.86
H 3.9172 0.2509 2.2537 -0.0126 0.0008 -0.0035 0.49
H 6.3762 0.7216 2.0957 -0.0005 -0.0012 0.0065 0.44
H 8.1317 0.8413 -2.2436 0.0077 0.0361 -0.0069 0.26
H 7.8899 2.6111 -1.9648 0.0232 -0.0299 -0.0213 0.25
H 3.4399 0.9444 -1.9560 -0.0014 0.0043 -0.0069 0.53
C 0.2367 -5.1017 -0.6316 0.0058 -0.0494 -0.0467 -0.70
O -0.3157 -4.0539 -1.4610 0.0079 -0.0771 0.0002 -0.33
C -0.2926 -2.8472 -0.9849 -0.0580 0.5584 0.4081 0.78
S 0.3524 -2.3456 0.4993 -0.2136 -0.0728 -0.1435 -0.36
S -0.9769 -1.5383 -1.8369 0.3218 -0.3759 0.1231 -0.37
H -0.0069 -6.0293 -1.1372 0.0141 0.0182 -0.0252 0.26
H -0.2220 -5.0682 0.3554 -0.0007 0.0061 0.0005 0.33
H 1.3155 -4.9759 -0.5568 -0.0111 0.0129 0.0148 0.35
```
Forces are in eV/Å.

Its spin multiplicity is 2. Its relative energy (zero: lowest compared OMol25 entry of this formula, charge and spin) is 115.2 kJ/mol. The calculated total energy comes out at -69272.7223 eV. As for the expectation value of S²: 0.7559. As for the total charge: +1. As for the frontier orbital gap (spin up / spin down): 7.737 / 6.926 eV.

> Which of these has the highest calculated total energy?

C2H10N2S2

> Which of these has the lowest relative energy (zero: lowest compared OMol25 entry of this formula, charge and spin)?

C26H23N5O5RuS2